# 1
{
  "formula": "C13H36Cu2O15",
  "method": "ωB97M-V with the def2-TZVPD basis set",
  "species": ["Cu", "Cu", "C", "O", "O", "O", "C", "C", "O", "O", "H", "H", "H", "H", "H", "H", "C", "C", "O", "O", "H", "H", "H", "H", "H", "H", "C", "C", "O", "O", "H", "H", "H", "H", "H", "H", "C", "C", "O", "O", "H", "H", "H", "H", "H", "H", "C", "C", "O", "O", "H", "H", "H", "H", "H", "H", "C", "C", "O", "O", "H", "H", "H", "H", "H", "H"],
  "positions_angstrom": [[0.55618, -5.02421, -2.04069], [-1.21857, -3.74053, 2.26885], [0.30921, -0.96027, 0.20549], [-0.20135, -1.91002, -0.40202], [0.31907, -0.92587, 1.39440], [0.89923, -0.09447, -0.44706], [-5.29327, 2.77672, -0.69820], [-3.86668, 2.61116, -0.04528], [-3.75135, 1.80210, 1.08831], [-6.19311, 3.50776, 0.22547], [-5.74949, 1.80155, -0.86850], [-5.26585, 3.35083, -1.62435], [-3.39639, 3.57488, 0.15008], [-3.22071, 2.10091, -0.75974], [-2.82262, 1.73558, 1.32202], [-5.61253, 4.09619, 0.71360], [2.03531, 3.75600, 1.67326], [2.19788, 2.94034, 2.90136], [2.82856, 1.67842, 2.76275], [0.87208, 3.38947, 0.98210], [2.90572, 3.62980, 1.02937], [2.05222, 4.82187, 1.90069], [1.24159, 2.81530, 3.40927], [2.85075, 3.46362, 3.59995], [2.10091, 1.17019, 2.39693], [1.05072, 2.49853, 0.67241], [5.15769, -2.60702, 1.24462], [5.54822, -1.73932, 0.10185], [4.76647, -2.22331, -1.01390], [5.69946, -3.90977, 1.07206], [4.14683, -2.56403, 1.65009], [5.70812, -2.20941, 2.09728], [6.63321, -1.67932, 0.01641], [5.10217, -0.80238, 0.43544], [3.95155, -1.71597, -1.00289], [6.65730, -3.84592, 1.08114], [1.26128, 2.21248, -4.69758], [2.17987, 0.98520, -4.82972], [1.65442, -0.14521, -4.30562], [1.46592, 2.85506, -3.49263], [0.20975, 1.96229, -4.83818], [1.54675, 3.03061, -5.35887], [3.21021, 1.16330, -4.52187], [2.28132, 0.80812, -5.90045], [1.37695, -0.06098, -3.39045], [1.47696, 2.11304, -2.88365], [0.93437, -2.08790, 5.90845], [-0.48499, -1.36276, 6.14258], [-0.70643, -0.29942, 5.23784], [0.83895, -2.97231, 4.77121], [1.16566, -2.71916, 6.76642], [1.67342, -1.29779, 5.77569], [-0.53994, -0.88078, 7.11869], [-1.25405, -2.12678, 6.02897], [-0.35843, -0.65423, 4.41648], [1.01779, -2.40323, 4.01903], [-4.16937, -2.21927, -3.92417], [-5.41873, -1.73291, -4.65025], [-6.57126, -2.33509, -4.02907], [-3.93204, -1.53971, -2.68687], [-3.29755, -1.96145, -4.52547], [-4.04479, -3.29172, -3.77441], [-5.42968, -2.05470, -5.69161], [-5.51409, -0.64733, -4.67333], [-6.53921, -2.16860, -3.08416], [-3.03161, -1.73813, -2.41960]],
  "forces_ev_per_a": [[-0.046, 0.534, 0.395], [0.593, 0.903, -0.641], [1.391, 0.747, -1.353], [-2.193, -3.852, -2.742], [-0.438, -0.195, 7.305], [1.062, 2.138, -2.606], [0.187, 0.429, 2.538], [0.257, -0.164, -1.792], [-1.287, -0.372, 1.120], [0.799, -0.863, -0.930], [0.036, 0.059, 0.007], [0.475, -0.174, -0.071], [-0.282, 0.459, -0.078], [-0.090, 0.399, -0.869], [0.058, 0.043, -0.072], [-0.082, 0.143, 0.147], [0.613, 0.156, -0.535], [1.063, 0.576, 1.981], [-0.753, -0.083, -0.665], [-0.385, 0.164, -0.329], [0.300, -0.200, -0.087], [-0.612, 0.028, 0.145], [-0.244, 0.098, -0.056], [0.001, 0.310, 0.080], [0.222, -1.044, -0.274], [-0.355, -0.345, -0.412], [2.810, -0.183, 1.873], [-3.258, 0.031, 0.559], [1.192, 0.374, -0.512], [-1.023, -0.977, -0.043], [-0.341, -0.544, -1.056], [0.134, 0.489, 0.487], [-0.206, -0.144, -0.749], [0.643, 0.790, -0.465], [-0.068, 0.105, -0.116], [-0.045, 0.108, 0.021], [1.180, 0.577, -1.002], [0.038, 1.892, -2.116], [-0.960, -2.295, 0.896], [-0.122, -0.228, 1.954], [-0.096, -0.331, -0.219], [-0.115, -0.535, -0.980], [0.036, 0.462, 0.551], [-0.083, -0.195, -0.246], [0.078, 0.101, 0.331], [-0.031, 0.459, 1.079], [-2.316, 0.512, 0.508], [1.518, -0.323, 0.184], [0.403, -0.577, -0.283], [0.025, 0.669, 0.032], [0.064, 0.137, -0.028], [0.227, -0.208, -0.112], [0.094, -0.451, 0.217], [-0.151, -0.156, 0.201], [-0.214, 0.578, -0.735], [0.237, -0.076, -0.497], [1.803, 1.030, -0.570], [-0.433, -1.146, 1.213], [-0.024, 0.226, -0.587], [-0.960, -0.037, 0.121], [0.028, 0.080, -0.664], [-0.943, -0.262, -0.122], [0.132, -0.249, 0.108], [0.282, 0.122, 0.318], [0.111, 0.182, 0.092], [0.065, 0.101, 0.153]],
  "mol_weight_g_mol": 559.508,
  "homo_energy_ev": -6.9,
  "e_above_lowest_kj_mol": 1061.0,
  "largest_force_ha_per_bohr": 0.14236,
  "lumo_ev": -3.73,
  "orbital_gap_ev": 3.22
}

---

# 2
{
  "formula": "C13H36F3KO19P4PtS",
  "method": "ωB97M-V with the def2-TZVPD basis set",
  "species": ["Pt", "K", "C", "F", "F", "F", "S", "O", "O", "O", "C", "O", "P", "O", "O", "C", "O", "C", "H", "H", "H", "H", "H", "H", "H", "H", "H", "C", "O", "P", "O", "O", "C", "O", "C", "H", "H", "H", "H", "H", "H", "H", "H", "H", "C", "O", "P", "O", "O", "C", "O", "C", "H", "H", "H", "H", "H", "H", "H", "H", "H", "C", "O", "P", "O", "O", "C", "O", "C", "H", "H", "H", "H", "H", "H", "H", "H", "H"],
  "positions_angstrom": [[-18.02153, -13.74081, 10.25806], [-20.83219, -9.16086, 9.92959], [-22.35411, -14.01853, 12.08873], [-22.08694, -14.91528, 13.00964], [-22.53647, -14.52797, 10.88788], [-23.45326, -13.39113, 12.47779], [-20.96767, -12.73054, 11.92751], [-21.47438, -11.62027, 11.13255], [-20.63472, -12.41502, 13.29490], [-19.80356, -13.42168, 11.29973], [-18.36539, -19.23061, 9.61845], [-18.35157, -17.82479, 10.00823], [-19.44501, -16.80909, 9.53452], [-18.91378, -15.42576, 9.41462], [-20.62311, -16.87738, 10.57567], [-21.28659, -18.06248, 11.05087], [-20.14421, -17.37098, 8.19700], [-19.43703, -17.01603, 6.97672], [-19.02868, -19.50256, 8.80253], [-18.71664, -19.72506, 10.52557], [-17.36085, -19.59052, 9.41948], [-22.14255, -17.87072, 11.68144], [-20.53322, -18.68889, 11.54033], [-21.47104, -18.67725, 10.16479], [-19.74469, -15.99777, 6.74853], [-19.55366, -17.72956, 6.16769], [-18.34664, -16.96375, 7.09309], [-26.58685, -12.28818, 17.99387], [-27.32329, -12.93674, 16.97661], [-26.93705, -14.40695, 16.41569], [-27.92832, -14.91774, 15.45219], [-25.48640, -14.18020, 15.78530], [-25.45970, -13.34651, 14.60715], [-26.65258, -15.30133, 17.68066], [-27.69843, -16.03739, 18.29389], [-25.91921, -13.01394, 18.46292], [-27.18003, -11.72155, 18.71035], [-25.94269, -11.50451, 17.57118], [-26.11483, -12.47897, 14.70620], [-25.67907, -13.95311, 13.73662], [-24.46651, -12.90345, 14.65975], [-27.63525, -17.09664, 18.03288], [-28.68112, -15.60055, 18.13384], [-27.50336, -16.08760, 19.37031], [-16.99224, -18.21989, 13.86264], [-17.07760, -17.22981, 12.80362], [-16.92114, -15.70343, 13.11565], [-17.56813, -14.79918, 12.10511], [-17.52084, -15.53055, 14.57686], [-18.84072, -15.00016, 14.84228], [-15.38292, -15.43848, 13.43424], [-14.45170, -14.98395, 12.45467], [-16.53849, -19.08429, 13.37693], [-18.01027, -18.52428, 14.09944], [-16.40044, -17.92641, 14.72194], [-19.06176, -15.35448, 15.84117], [-19.58877, -15.42286, 14.15685], [-18.89111, -13.94895, 14.56097], [-13.49121, -14.87702, 12.95388], [-14.73601, -13.98688, 12.11044], [-14.29979, -15.64842, 11.60330], [-26.51068, -18.92819, 5.35198], [-26.24061, -18.66345, 6.71591], [-26.09315, -17.16074, 7.19407], [-25.36474, -16.28171, 6.27263], [-27.62080, -16.75695, 7.42640], [-27.99772, -15.42619, 7.76078], [-25.56077, -17.25847, 8.72324], [-24.16376, -17.35112, 8.92818], [-26.92879, -19.93208, 5.25341], [-25.61388, -19.02101, 4.73220], [-27.19369, -18.20498, 4.91064], [-27.28200, -14.90233, 8.39972], [-28.99892, -15.40985, 8.17261], [-27.94465, -14.83117, 6.84291], [-23.63382, -17.29009, 7.97487], [-23.87354, -18.28737, 9.40879], [-23.78605, -16.55732, 9.57182]],
  "forces_ev_per_a": [[-0.640, -1.287, 1.292], [-0.289, -0.193, 0.226], [0.118, 1.359, -0.186], [0.581, -0.507, -0.293], [-0.131, -0.703, -0.189], [0.162, 0.289, -0.374], [0.474, 1.300, 1.996], [0.192, -0.581, -0.340], [-0.406, -0.169, -0.593], [-0.461, -0.393, -0.643], [-0.155, -0.689, 1.254], [0.158, 0.299, -1.220], [-2.182, -1.934, 0.421], [0.316, 0.371, -0.616], [0.381, 1.281, -0.055], [1.705, -1.614, -1.196], [1.436, 0.607, 0.863], [0.858, 0.775, -0.223], [-0.046, 0.530, -0.143], [0.054, -0.317, -0.229], [0.129, 0.458, -0.097], [-0.012, 0.433, -0.168], [-0.217, 0.364, 0.689], [-0.968, 0.201, 0.119], [-0.217, -0.237, -0.549], [-0.850, -0.073, 0.225], [-0.102, -0.147, 0.520], [1.460, 0.398, -0.039], [-0.687, -0.744, -0.400], [-0.944, 0.674, -0.767], [0.499, 0.472, 0.766], [-0.332, -0.255, 0.545], [0.477, 0.463, 1.064], [0.810, 0.466, -0.398], [-0.144, -0.930, 1.189], [-0.188, 0.208, 0.433], [-0.583, -0.685, -0.022], [-0.017, -0.282, -0.336], [-0.467, -0.331, -0.091], [0.071, 0.167, -0.156], [0.144, -0.325, -0.605], [-0.268, 0.265, -0.696], [0.024, -0.138, -0.238], [0.045, 0.592, -0.098], [-0.168, -1.084, -0.769], [-0.019, 0.848, -0.449], [0.447, 0.001, 2.316], [0.580, -0.107, -0.461], [0.523, 0.177, -1.347], [-0.555, -0.474, -1.232], [-1.244, -0.268, -0.559], [0.668, 0.662, -0.204], [0.190, 0.104, 0.174], [0.057, 0.309, 0.398], [-0.108, 0.300, -0.013], [-0.117, 0.751, 0.192], [0.229, -0.439, 0.144], [0.236, 0.191, 0.976], [-0.103, -0.098, 0.118], [-0.073, -0.084, -0.070], [-0.361, -0.230, 0.135], [-0.053, -0.871, -1.258], [0.447, 0.304, 0.802], [-1.324, 0.219, 0.339], [0.367, -0.099, 0.456], [0.659, -0.621, 0.397], [0.681, 1.068, -0.958], [-0.247, -0.047, -0.946], [0.867, -0.172, -0.256], [-0.382, 0.195, 0.501], [0.221, 0.639, 0.350], [0.018, 0.040, 0.083], [-0.078, -0.508, 0.482], [0.020, -0.220, 0.082], [-0.445, -0.089, -0.017], [0.082, 0.064, 0.044], [-0.446, -0.182, -0.077], [-0.358, 0.282, -0.017]],
  "mol_weight_g_mol": 943.545,
  "charge": 2,
  "homo_energy_ev": [-13.2, -13.2],
  "e_above_lowest_kj_mol": 0.0,
  "largest_force_ha_per_bohr": 0.05729,
  "lumo_ev": [-7.97, -8.67],
  "spin_multiplicity": 3,
  "orbital_gap_ev": [5.22, 4.52]
}